*P*
This record from OMol25 describes 3 unconnected molecules or ions with the total composition C3H12N2O2. The level of theory is ωB97M-V with the def2-TZVPD basis set.

Structure (XYZ):
```
19
Properties=species:S:1:pos:R:3
C -0.41677 2.57333 -1.10511
C -0.25273 1.21324 -0.39662
N 0.74058 0.24530 -0.87357
C -1.05046 0.87199 0.70426
N -0.72186 -0.32445 1.43724
H -0.05590 2.40965 -2.22635
H 0.29989 3.27141 -0.71556
H -1.39923 2.92555 -0.80634
H 0.34890 -0.62812 -0.73743
H 1.02704 0.23214 -1.84471
H -1.91265 1.35930 1.08740
H 0.25152 -0.27099 1.81677
H -1.48220 -0.46105 2.07687
O -0.63294 -3.56704 -0.60444
H -1.30663 -3.96610 -0.16938
H 0.08365 -3.40688 0.05631
O 2.43964 -0.66769 1.02316
H 2.06666 -0.28774 0.20737
H 1.97348 -1.52185 1.07014
```

Total charge: 0
Structure (SMILES): C/C(N)=C/N.O.O
LUMO energy (eV): 0.652
Frontier orbital gap (eV): 8.3
HOMO energy (eV): -7.6

*Q*
This record from OMol25 describes 3 unconnected molecules or ions with the total composition C3H12N2O2. The level of theory is ωB97M-V with the def2-TZVPD basis set.

Structure (XYZ):
```
19
Properties=species:S:1:pos:R:3
C -1.32808 0.18257 -0.81043
C -0.45591 -0.79308 -0.09377
N 0.13121 -1.89140 -0.73728
C -0.15721 -0.58975 1.19184
N 0.65592 -1.51599 1.91393
H -2.19433 -0.28996 -1.27728
H -1.68664 0.94307 -0.12365
H -0.79073 0.70841 -1.60826
H -0.17483 -2.09155 -1.67384
H 0.15616 -2.71695 -0.15013
H -0.52083 0.20034 1.82748
H 1.56474 -1.70725 1.49727
H 0.87484 -1.19491 2.84407
O -0.81841 3.54223 0.66428
H -0.70515 4.05320 1.47199
H -1.74199 3.55924 0.38548
O 2.67667 0.07486 -1.96846
H 2.09658 -0.61392 -2.31467
H 2.41797 0.14083 -1.03859
```

Total charge: 0
Structure (SMILES): C/C(N)=C/N.O.O
LUMO energy (eV): 0.702
Frontier orbital gap (eV): 8.1
HOMO energy (eV): -7.4

Most stable: *Q*

*P*
This record from OMol25 describes 2 unconnected molecules or ions with the total composition C3H12N2O2. The level of theory is ωB97M-V with the def2-TZVPD basis set.

Structure (XYZ):
```
19
Properties=species:S:1:pos:R:3
N -2.20898 -2.00214 -1.01907
C -1.45383 -1.55217 0.14669
N -0.11830 -0.99169 -0.07910
C 0.11196 0.45399 0.14167
C 1.25668 0.57265 1.13562
O 0.88493 0.40566 2.51445
H -3.10712 -1.51653 -1.02625
H -2.54685 -2.95045 -0.94699
H -1.33737 -2.54352 0.67608
H -2.02612 -0.94796 0.84965
H 0.02860 -1.13331 -1.07562
H -0.76495 0.99360 0.49654
H 0.45365 0.92760 -0.78969
H 1.63434 1.58325 1.08881
H 2.17860 0.05082 0.87135
H 0.84160 -0.50584 2.81233
O 1.53435 2.62227 -2.44657
H 0.70545 2.26616 -2.10239
H 1.22589 3.53277 -2.34126
```

Total charge: 0
Structure (SMILES): NCNCCO.O
LUMO energy (eV): 0.742
Frontier orbital gap (eV): 9.8
HOMO energy (eV): -9.1

*Q*
This record from OMol25 describes 2 unconnected molecules or ions with the total composition C3H12N2O2. The level of theory is ωB97M-V with the def2-TZVPD basis set.

Structure (XYZ):
```
19
Properties=species:S:1:pos:R:3
N 1.32901 0.81346 -1.72625
C 1.77062 0.44901 -0.28944
C 0.65033 -0.28399 0.55651
N 0.97370 -0.73430 1.80828
C -0.42512 0.70582 0.77336
O -1.59527 0.19752 1.37715
H 1.20607 1.77803 -1.78303
H 2.18076 0.70684 -2.22710
H 2.28007 1.24750 0.33469
H 2.54283 -0.24391 -0.52829
H 0.27954 -1.05374 -0.05955
H 0.40277 -0.27075 2.49520
H 0.83187 -1.71096 1.90968
H -0.05583 1.56261 1.43049
H -0.52032 1.26997 -0.15119
H -2.06848 -0.62557 0.93986
O -3.11495 -1.35142 -1.35412
H -3.32084 -2.02897 -2.01785
H -3.34676 -0.42717 -1.48841
```

Total charge: 0
Structure (SMILES): NC[C@@H](N)CO.O
LUMO energy (eV): 0.714
Frontier orbital gap (eV): 9.6
HOMO energy (eV): -8.9

Most stable: *P*

*P*
This record from OMol25 describes a molecular structure, C14H12Br6N2O4. The level of theory is ωB97M-V with the def2-TZVPD basis set.

Structure (XYZ):
```
38
Properties=species:S:1:pos:R:3
C -3.20007 -16.56512 -8.92339
Br -2.38566 -17.95243 -10.05211
Br -3.07621 -17.10235 -6.95757
Br -5.09528 -16.18352 -9.42744
H -2.54805 -15.72193 -9.15141
C -9.59860 -21.83682 -8.50014
Br -9.76064 -23.74844 -8.10713
Br -7.74376 -21.10351 -8.23784
Br -10.90293 -20.88823 -7.29446
H -9.91273 -21.73904 -9.53931
C -1.42773 -25.66866 -8.13973
C -2.34597 -24.85940 -8.82823
C -3.71822 -25.01537 -8.70173
C -4.11803 -26.09490 -7.88132
C -3.21570 -26.91153 -7.16041
C -1.87492 -26.72820 -7.39490
N -5.55058 -26.32515 -7.70036
O -6.30326 -25.70464 -8.44444
O -5.97268 -27.22950 -6.96126
H -0.35188 -25.58264 -8.17901
H -1.97763 -24.10673 -9.50957
H -4.38755 -24.43508 -9.31953
H -3.52873 -27.59558 -6.38551
H -1.28909 -27.43098 -6.82105
C -3.45488 -20.46884 -7.81064
C -4.43359 -21.05615 -6.94650
C -4.05459 -22.21454 -6.10256
C -2.76493 -22.75077 -6.24169
C -1.84805 -22.14291 -7.14703
C -2.17932 -21.01360 -7.91159
N -2.27496 -23.80971 -5.28215
O -3.19124 -24.35172 -4.59802
O -1.16265 -24.00236 -5.14155
H -3.54525 -19.56228 -8.39063
H -5.36937 -20.57032 -6.71266
H -4.72762 -22.77392 -5.46970
H -0.86638 -22.57823 -7.26194
H -1.45918 -20.76266 -8.67634
```

Total charge: 0
LUMO energy (eV): -0.914
Frontier orbital gap (eV): 8.8
HOMO energy (eV): -9.7

*Q*
This record from OMol25 describes a molecular structure, C14H12Br6N2O4. The level of theory is ωB97M-V with the def2-TZVPD basis set.

Structure (XYZ):
```
38
Properties=species:S:1:pos:R:3
C -0.25531 -0.17272 0.06339
Br -0.86297 -1.64155 -1.09763
Br -0.85012 1.51225 -0.67627
Br 1.71517 -0.06992 0.39542
H -0.69314 -0.32394 1.05006
C -0.68733 -2.13433 3.30648
Br -0.83309 -2.18938 1.38774
Br -1.19176 -0.32023 3.93020
Br 1.16296 -2.38183 3.94524
H -1.41395 -2.81141 3.75557
C 1.92523 -2.47005 1.56806
C 2.21035 -3.61148 2.26042
C 3.54624 -4.01951 2.23082
C 4.57474 -3.44760 1.49224
C 4.23578 -2.34149 0.76394
C 2.99041 -1.78335 0.89616
N 5.89715 -4.03598 1.52304
O 6.77711 -3.41465 0.93183
O 6.03170 -5.11826 2.06324
H 0.90214 -2.13078 1.50049
H 1.48783 -4.13299 2.87067
H 3.64019 -4.95229 2.76700
H 5.01136 -1.90602 0.15137
H 2.71311 -0.93282 0.29108
C -1.95631 2.82601 -2.26905
C -2.72719 2.60586 -3.43988
C -3.81902 3.40029 -3.73282
C -4.13912 4.42874 -2.83693
C -3.35907 4.58809 -1.62119
C -2.33254 3.70434 -1.36328
N -5.23923 5.36307 -3.21258
O -5.49574 6.26814 -2.41243
O -5.64713 5.29987 -4.35890
H -1.12613 2.19966 -1.97767
H -2.43482 1.83929 -4.14223
H -4.36262 3.30291 -4.66095
H -3.60737 5.36175 -0.90972
H -1.78754 3.64227 -0.43295
```

Total charge: 0
LUMO energy (eV): -0.859
Frontier orbital gap (eV): 7.6
HOMO energy (eV): -8.4

Most stable: *P*

*P*
This record from OMol25 describes a single C3H2ClNOS2 molecule. The level of theory is ωB97M-V with the def2-TZVPD basis set.

Structure (XYZ):
```
10
Properties=species:S:1:pos:R:3
S 1.03057 -1.85697 -2.12236
C 0.44800 -0.68820 -0.94059
N 0.65163 0.57178 -0.94008
C -0.06571 0.98740 0.21812
Cl -0.13279 2.57973 0.72580
C -0.56223 -0.09804 0.83488
S -1.48826 -0.36120 2.27548
O -0.22401 -1.19828 0.08022
H 1.80680 -0.90195 -2.70853
H -1.46401 0.96572 2.57704
```

Total charge: 0
Structure (SMILES): Sc1nc(Cl)c(S)o1
LUMO energy (eV): 0.559
Frontier orbital gap (eV): 9.0
HOMO energy (eV): -8.4

*Q*
This record from OMol25 describes a single C3H2ClNOS2 molecule. The level of theory is ωB97M-V with the def2-TZVPD basis set.

Structure (XYZ):
```
10
Properties=species:S:1:pos:R:3
S 0.71143 0.73685 -2.43551
C 0.50225 0.09379 -0.92593
O 0.66490 -1.21624 -0.61883
C 0.30988 -1.39073 0.68456
Cl 0.46018 -2.96558 1.25371
C -0.19137 -0.26081 1.23343
N -0.12267 0.67004 0.14954
S -0.71298 2.25310 0.03337
H -0.69574 -0.10384 2.13902
H -0.92588 2.18343 -1.51336
```

Total charge: 0
Structure (SMILES): S=c1oc(Cl)cn1S
LUMO energy (eV): 0.425
Frontier orbital gap (eV): 8.9
HOMO energy (eV): -8.4

Most stable: *P*

*P*
This record from OMol25 describes a single C5H16N4 molecule. The level of theory is ωB97M-V with the def2-TZVPD basis set.

Structure (XYZ):
```
25
Properties=species:S:1:pos:R:3
C 2.67576 0.24441 1.69780
N 1.54510 -0.61733 1.42827
N 1.84827 -1.41733 0.30756
C 0.20592 0.27788 1.20722
N -0.54311 -0.18867 0.10843
C -1.57984 -1.18269 0.31675
N -0.69291 0.74821 -0.93243
C -1.92246 1.52599 -0.89671
C -0.46012 0.15116 -2.23430
H 3.56146 -0.37799 1.83313
H 2.86942 0.95840 0.88076
H 2.48535 0.79636 2.61735
H 1.15629 -2.15603 0.24819
H 1.79662 -0.87641 -0.56184
H -0.07954 -0.10280 2.21787
H 0.49597 1.31991 1.02711
H -1.64814 -1.83328 -0.55902
H -2.56672 -0.74131 0.50903
H -1.29987 -1.78611 1.17670
H -1.80173 2.37637 -1.56696
H -2.81011 0.95552 -1.20672
H -2.07750 1.90092 0.11429
H -0.33587 0.95333 -2.96194
H -1.28170 -0.49862 -2.57040
H 0.45945 -0.42989 -2.20011
```

Total charge: 0
Structure (SMILES): CN(N)CN(C)N(C)C
LUMO energy (eV): 0.915
Frontier orbital gap (eV): 9.0
HOMO energy (eV): -8.1

*Q*
This record from OMol25 describes 3 unconnected molecules or ions with the total composition C5H16N4. The level of theory is ωB97M-V with the def2-TZVPD basis set.

Structure (XYZ):
```
25
Properties=species:S:1:pos:R:3
C 2.22960 -1.62830 0.02311
C -0.71545 -1.19815 -0.52401
N 1.24582 -0.84099 0.70211
N 1.03082 -1.39480 1.97789
H 0.65046 -2.35118 1.91500
H 0.35695 -0.82292 2.47494
H 2.50138 -1.14276 -0.91697
H 1.85076 -2.64690 -0.22851
H 3.14152 -1.77007 0.61892
H -1.66280 -0.93999 -0.98742
H -0.05586 -1.72308 -1.20323
H -0.94136 -1.68500 0.41883
C 0.15201 1.13741 -1.93780
C -1.36039 1.44935 1.51669
N -0.26421 0.84733 -0.57294
C -1.27059 1.62431 0.02521
N -2.10211 2.37723 -0.57892
H 0.51474 0.48093 0.06592
H -1.94833 2.41391 -1.58528
H 1.00050 0.50018 -2.17851
H -0.65385 0.92992 -2.64660
H 0.45853 2.18158 -2.04526
H -0.38560 1.60382 1.98462
H -1.69443 0.43936 1.76319
H -2.07811 2.15881 1.91902
```

Total charge: 0
LUMO energy (spin up / spin down) (eV): 0.620 / 0.186
Frontier orbital gap (spin up / spin down) (eV): 8.4 / 6.6
HOMO energy (spin up / spin down) (eV): -7.8 / -6.4

Most stable: *P*

*P*
This record from OMol25 describes a single C2H6O2S molecule. The level of theory is ωB97M-V with the def2-TZVPD basis set.

Structure (XYZ):
```
11
Properties=species:S:1:pos:R:3
O 0.91734 1.03531 -1.04733
C 0.58417 0.21793 0.00891
O 0.68226 0.93122 1.14466
C -0.77124 -0.57845 -0.20705
S -2.13474 0.50483 0.07335
H 1.66903 1.58787 -0.78672
H 1.21674 -0.61354 -0.06892
H -0.19339 1.47822 1.36148
H -0.70588 -1.21503 0.65406
H -0.85858 -1.02528 -1.17982
H -2.28108 0.69648 -1.23411
```

Total charge: 0
Structure (SMILES): OC(O)CS
LUMO energy (eV): 0.718
Frontier orbital gap (eV): 10.0
HOMO energy (eV): -9.3

*Q*
This record from OMol25 describes 2 unconnected molecules or ions with the total composition C2H6O2S. The level of theory is ωB97M-V with the def2-TZVPD basis set.

Structure (XYZ):
```
11
Properties=species:S:1:pos:R:3
O 2.01323 0.98181 1.45428
C 1.71820 0.10426 2.22024
O 0.51166 -0.68530 2.06610
H 2.42700 -0.26703 3.06818
H 0.09892 -0.25750 1.25490
C -1.88695 0.85761 -1.42658
S -0.91446 -0.63471 -2.03777
H -1.06672 1.53925 -1.13085
H -2.55008 1.34677 -2.23824
H -2.60388 0.80606 -0.53165
H -0.86054 -1.15546 -0.74306
```

Total charge: 0
Structure (SMILES): O=CO.CS
LUMO energy (eV): 0.552
Frontier orbital gap (eV): 9.8
HOMO energy (eV): -9.3

Most stable: *P*